1.
CH6NO | the ωB97M-V functional and the def2-TZVPD basis

Calculated values
max |F|	3.00	eV/Å
ΔE to the lowest compared entry with this formula, charge and spin	0.3658	eV
LUMO level	4.361	eV
DFT total energy	-4671.0015	eV
charge	-1
HOMO level	-2.275	eV

```
9
Properties=species:S:1:pos:R:3:forces:R:3
O -2.617620 0.202564 -0.247701 -0.5 0.9 -1.5
H -2.969351 0.674052 -1.064411 0.6 -0.9 1.5
C 1.231510 -0.282958 0.535295 0.7 0.2 -2.9
N 0.342165 0.166019 -0.568638 2.2 0.0 0.5
H 0.756677 -0.637555 1.383324 -1.2 -0.9 1.8
H 1.843079 0.533972 0.831498 0.6 0.9 0.3
H 1.964868 -1.048150 0.174544 -0.7 0.3 0.1
H -0.316881 -0.541054 -0.766772 -1.1 -0.7 -0.2
H -0.234449 0.933107 -0.277136 -0.5 0.2 0.3
```
Positions in Å, forces in eV/Å.

natural (NBO) atomic charge list, values in e, 5 entries:
1. O -1.373
2. H 0.384
3. C -0.406
4. N -0.860
5. H 0.163



2.
C32H54As3ClFN3O6W | the ωB97M-V functional and the def2-TZVPD basis

Calculated values
max |F|	1.43	eV/Å
ΔE to the lowest compared entry with this formula, charge and spin	0.0374	eV
LUMO level (alpha / beta)	-5.086 / -5.138	eV
DFT total energy	-250385.3164	eV
charge	+2
HOMO level (alpha / beta)	-10.807 / -11.141	eV

```
101
Properties=species:S:1:pos:R:3:forces:R:3
W -0.015882 -0.278362 0.134212 -1.4 -0.1 0.1
C 0.818537 0.964268 4.322247 0.0 0.0 0.0
C -0.187241 0.304550 3.403805 0.1 0.0 -0.1
C -1.576257 0.236880 4.017313 0.0 0.0 0.0
O -0.248874 1.013761 2.135035 0.2 0.1 -0.2
C 0.255586 -1.106266 2.962940 -0.2 0.1 0.1
O 0.990340 -1.791658 3.635111 0.0 0.0 0.0
O -0.306355 -1.460998 1.836117 0.7 -0.2 -0.4
H 0.453004 1.936091 4.660393 0.0 0.0 0.0
H 1.777428 1.096582 3.820183 0.0 0.0 0.0
H 0.976177 0.329925 5.192814 0.0 0.0 0.0
H -1.962142 1.243978 4.188220 0.0 0.0 0.0
H -1.534339 -0.276694 4.977691 0.0 0.0 0.0
H -2.260970 -0.301061 3.362997 0.0 0.0 0.0
H -0.453322 1.950913 2.243087 -0.1 -0.1 0.0
C -1.037943 1.506312 -3.124249 0.0 0.0 -0.1
As -0.352881 -0.205015 -2.534426 0.3 0.0 0.5
C -1.562568 -1.431532 -3.422595 0.0 0.0 0.0
C 1.251293 -0.454310 -3.639907 -0.1 0.0 -0.1
C 2.395928 -1.316275 -3.071609 0.0 0.0 0.0
C 3.167914 -0.475408 -2.045576 0.0 0.0 0.0
C 1.844417 -2.622570 -2.478608 0.0 0.0 0.0
As 0.975925 -2.540426 -0.726011 -0.1 0.3 0.1
C -0.248393 -4.032708 -0.766714 0.0 0.0 0.0
C 2.328292 -3.150416 0.512837 0.0 0.0 -0.1
C 3.297281 -1.656094 -4.276971 0.0 0.0 0.1
As 5.004772 -2.697796 -4.220853 -0.1 0.0 0.0
C 4.263945 -4.515252 -4.274569 0.0 0.0 0.0
C 5.591156 -2.732016 -2.338646 0.0 0.0 0.0
H -0.786882 1.654411 -4.173858 0.0 0.0 0.0
H -0.607046 2.294007 -2.513276 0.0 0.0 0.0
H -2.121865 1.506369 -3.020809 0.0 0.0 0.0
H -1.598441 -1.163918 -4.478425 0.0 0.0 0.0
H -2.558378 -1.364695 -2.994124 0.0 0.0 0.0
H -1.198930 -2.453957 -3.331451 0.0 0.0 0.0
H 1.630153 0.540777 -3.884031 0.0 0.0 0.0
H 0.886268 -0.892184 -4.572837 0.0 0.0 0.0
H 2.481447 0.117072 -1.440643 0.0 0.0 0.0
H 3.841787 0.212602 -2.560674 0.0 0.0 0.0
H 3.765663 -1.089765 -1.374240 0.0 0.0 0.0
H 2.653727 -3.339719 -2.352356 0.0 0.0 0.0
H 1.133124 -3.081062 -3.171680 0.0 0.0 0.0
H 0.277007 -4.933105 -1.083182 0.0 0.0 0.0
H -1.062522 -3.822651 -1.456500 0.0 0.0 0.0
H -0.650469 -4.170037 0.235550 0.0 0.0 0.0
H 2.615008 -4.173634 0.271016 0.0 0.0 0.0
H 1.907864 -3.103407 1.517905 0.0 0.0 0.0
H 3.196633 -2.499646 0.434279 0.0 0.0 0.0
H 3.572973 -0.714769 -4.758797 0.0 0.0 0.0
H 2.706400 -2.205025 -5.017622 0.0 0.0 0.0
H 3.667776 -4.628481 -5.179393 0.0 0.0 0.0
H 3.652754 -4.768201 -3.408424 0.0 0.0 0.0
H 5.094371 -5.217940 -4.332223 0.0 0.0 0.0
H 5.979454 -1.758832 -2.044216 0.0 0.0 0.0
H 6.414042 -3.446694 -2.301371 0.0 0.0 0.0
H 4.828396 -3.054315 -1.631753 -0.1 0.0 0.0
C 5.230774 4.730066 3.196626 0.0 0.0 0.0
C 5.487541 4.019008 1.878889 0.0 0.0 0.0
N 4.560453 2.891961 1.661093 0.0 0.0 0.0
C 3.429579 3.117625 0.982595 0.0 0.0 0.0
C 2.481693 2.164046 0.722806 0.0 0.0 0.1
C 1.244815 2.573693 -0.017931 0.1 -0.1 -0.2
O 1.002969 3.746150 -0.188491 0.0 0.0 0.0
O 0.508553 1.600557 -0.479618 -0.2 0.1 0.2
C 2.685315 0.847731 1.180376 -0.1 0.0 0.0
O 1.893289 -0.106836 0.948255 0.8 -0.3 0.2
C 3.854590 0.615244 2.012331 0.0 0.0 0.0
C 4.030479 -0.626630 2.636397 0.0 0.0 0.0
C 5.124141 -0.830179 3.424682 0.0 0.0 0.0
F 5.316390 -2.035956 3.986707 0.0 0.0 0.0
C 6.068841 0.180054 3.667884 -0.1 0.0 0.0
C 5.885913 1.406971 3.065685 0.0 0.0 0.1
C 4.782786 1.645565 2.232615 0.0 0.0 0.0
N 7.199595 -0.008645 4.516670 0.1 0.0 0.0
C 6.989498 -0.716136 5.772046 0.0 0.0 0.0
C 8.131306 -0.396412 6.716450 0.0 0.0 0.0
N 9.423009 -0.826538 6.067319 0.0 0.0 0.0
C 9.616245 -0.173057 4.723526 0.0 0.0 0.0
C 8.410789 -0.461703 3.848533 0.0 -0.1 0.0
H 5.936356 5.551406 3.315394 0.0 0.0 0.0
H 5.338363 4.058809 4.048956 0.0 0.0 0.0
H 4.223361 5.145648 3.218084 0.0 0.0 0.0
H 6.505802 3.641021 1.804540 0.0 0.0 0.0
H 5.351228 4.699819 1.041289 0.0 0.0 0.0
H 3.270920 4.125638 0.618875 0.0 0.0 0.0
H 3.293559 -1.409273 2.515788 0.0 0.0 0.0
H 6.594581 2.188313 3.297463 0.0 0.0 0.0
H 6.920217 -1.804715 5.642815 0.0 0.0 0.0
H 6.058407 -0.386501 6.230985 0.0 0.0 0.0
H 8.040771 -0.930772 7.659967 0.0 0.0 0.0
H 8.215027 0.672893 6.900515 0.0 0.0 0.0
H 9.412672 -1.843053 5.949150 0.0 0.0 0.0
H 10.213316 -0.613149 6.677732 0.0 0.0 0.0
H 10.537099 -0.560813 4.292720 0.0 0.0 0.0
H 9.716546 0.894122 4.912475 0.0 0.0 0.0
H 8.371303 -1.537368 3.610715 0.0 0.0 0.0
H 8.537477 0.072391 2.908119 0.0 0.0 0.0
Cl -2.446039 -1.537046 -0.175422 0.0 0.0 0.1
C -2.108131 0.219694 0.057297 0.1 0.2 -0.4
H -2.522153 0.487299 1.025513 0.0 0.1 0.0
H -2.590699 0.775351 -0.742436 -0.1 -0.1 0.0
```
Positions in Å, forces in eV/Å.

Löwdin atomic charge list, values in e, 5 entries:
1. W 1.220
2. C 0.010
3. C -0.481
4. C 0.015
5. O -0.105



3.
C28H64N3O4 | the ωB97M-V functional and the def2-TZVPD basis

Calculated values
max |F|	2.74	eV/Å
ΔE to the lowest compared entry with this formula, charge and spin	6.2494	eV
LUMO level	2.177	eV
DFT total energy	-42723.3682	eV
charge	-1
HOMO level	-1.826	eV

```
99
Properties=species:S:1:pos:R:3:forces:R:3
C -4.081261 4.454712 7.070194 0.6 -0.4 0.1
C -2.880514 3.482384 6.473147 -1.6 -1.1 0.0
C -2.449771 2.439544 7.672693 0.1 0.8 0.9
C -0.863027 2.029293 7.689471 -0.4 -1.0 0.6
C -0.217763 1.669686 6.227385 1.1 0.3 -0.2
C 0.283718 0.109149 6.058995 1.1 -0.2 0.0
C -0.235702 -0.628954 4.686575 0.1 -0.8 0.5
C -1.874497 -0.567751 4.463805 0.5 -0.3 -0.1
C -2.163443 -0.328433 2.867477 -1.2 -0.5 0.1
C -2.691428 1.177101 2.476696 -0.3 -0.1 -1.0
C -1.619680 2.043032 1.562074 0.3 0.1 0.1
C -0.065406 1.952395 2.075180 -0.2 0.1 0.4
C 0.873074 3.239444 1.688315 0.1 -0.8 0.2
C 0.527680 3.946932 0.250206 0.5 1.4 0.3
C 1.296521 5.432019 0.276572 -0.3 -0.5 -0.1
C 2.828669 5.344238 -0.304223 1.2 -0.3 0.3
N 3.435100 3.951200 -0.264957 -0.1 1.7 0.8
H -4.512444 5.170885 6.232672 0.9 -1.4 1.9
H -3.607756 5.028784 7.981797 -1.1 -0.8 -1.9
H -4.956831 3.786243 7.521894 1.9 1.4 -1.1
H -3.401871 2.824775 5.624500 1.4 1.5 1.6
H -1.982172 4.069719 6.003748 -1.8 -1.1 1.1
H -3.169145 1.488788 7.732440 1.6 2.0 -0.5
H -2.650002 3.024084 8.694379 0.4 -1.3 -2.1
H -0.256166 2.849703 8.301774 -1.2 -1.6 -1.7
H -0.777368 1.039205 8.350824 -0.1 2.1 -1.3
H 0.746637 2.362500 6.106349 -2.1 -1.5 0.1
H -0.898090 1.906628 5.305646 1.0 -0.2 2.0
H 0.052952 -0.556388 7.022064 0.2 1.5 -2.1
H 1.475364 0.147242 5.998458 -2.5 -0.2 0.2
H 0.371596 -0.251304 3.733981 -1.5 -0.5 2.2
H 0.027917 -1.790230 4.769386 -0.4 2.5 -0.1
H -2.325463 -1.612987 4.792052 1.0 2.1 -0.7
H -2.404181 0.232704 5.172208 1.2 -1.5 -1.7
H -3.030899 -1.089949 2.568644 1.9 1.6 0.5
H -1.215121 -0.624504 2.234646 -1.9 0.7 1.3
H -3.661039 1.043345 1.793393 2.0 0.3 1.5
H -3.054944 1.782616 3.432062 1.0 -1.3 -1.9
H -1.969381 3.159517 1.585856 0.7 -2.1 -0.1
H -1.617737 1.686055 0.426810 -0.3 0.7 2.4
H 0.437446 0.988881 1.623705 -1.1 1.7 1.0
H -0.073077 1.867045 3.265160 0.1 0.0 -2.6
H 2.000578 2.847852 1.677677 -2.4 1.1 -0.3
H 0.802776 3.997796 2.607250 0.0 -1.3 -2.2
H -0.616575 4.203459 0.101847 2.1 -0.8 0.6
H 0.899279 3.343450 -0.693074 -0.6 1.1 2.2
H 0.630402 6.206431 -0.330420 1.3 -1.4 1.3
H 1.375280 5.740221 1.409953 -0.4 -0.4 -2.2
H 3.519068 6.026190 0.367662 -1.5 -0.7 -1.2
H 2.868182 5.820825 -1.393732 -0.3 -1.0 1.9
H 4.044663 3.963318 0.606206 -0.9 0.0 -1.2
C 0.360462 -0.465673 -1.701397 0.4 0.3 -0.6
O 1.397609 0.254552 -2.359053 -0.6 -0.5 0.4
C 2.327557 0.865659 -1.452946 0.9 0.4 -0.4
C 3.683388 0.139778 -1.483880 -0.7 0.0 0.3
N 3.598996 -1.187881 -0.864175 0.2 -0.1 -0.2
C 4.761820 -2.043221 -1.122036 -0.4 0.0 -0.1
C 5.087191 -2.387088 -2.590920 0.2 -0.5 0.4
O 4.131906 -3.244706 -3.217303 0.2 0.4 0.0
C 2.973444 -2.584501 -3.705514 0.2 -0.2 -0.2
H -0.401797 -0.713385 -2.445838 0.1 0.1 0.0
H 0.741034 -1.400275 -1.287271 -0.1 -0.2 0.3
H -0.103828 0.133768 -0.913751 0.0 0.0 0.1
H 1.927982 0.940819 -0.436312 0.0 -0.1 -0.1
H 2.481545 1.887416 -1.818267 0.1 -0.1 0.3
H 4.426238 0.739082 -0.949058 -0.1 0.1 0.0
H 3.989660 0.066763 -2.530433 0.0 0.2 -0.2
H 2.770444 -1.665053 -1.207400 0.2 0.1 0.1
H 4.579724 -2.983172 -0.588379 0.1 0.0 -0.1
H 5.643603 -1.585714 -0.657012 0.0 0.1 -0.1
H 6.027531 -2.954360 -2.584361 -0.2 0.0 0.0
H 5.280414 -1.504069 -3.204359 -0.2 0.1 0.0
H 3.198057 -1.576429 -4.078849 -0.1 -0.1 0.2
H 2.210463 -2.546580 -2.932034 -0.2 0.3 0.0
H 2.568279 -3.168465 -4.535931 0.1 -0.1 0.0
C -1.850925 -6.414312 -7.148684 -0.4 0.1 0.3
O -2.263592 -5.958993 -5.864433 0.6 -0.3 -0.3
C -1.177595 -5.811335 -4.938100 -0.4 0.6 0.4
C -0.884262 -4.325913 -4.666774 0.1 -0.4 -0.7
N -0.279705 -3.673245 -5.833981 -0.2 -0.1 0.2
C -0.249546 -2.209483 -5.751805 -0.2 -0.1 -0.2
C -1.598532 -1.470625 -5.625104 0.5 0.4 -0.3
O -2.414280 -1.535483 -6.795906 0.0 -0.2 0.4
C -3.166312 -2.732624 -6.928422 -0.1 0.4 0.0
H -2.746770 -6.693955 -7.710689 0.1 0.1 0.2
H -1.345631 -5.618417 -7.697358 0.2 -0.1 -0.1
H -1.200812 -7.289911 -7.071476 0.1 0.0 0.0
H -0.281494 -6.352190 -5.259554 -0.1 0.1 -0.2
H -1.513779 -6.267447 -3.999963 0.1 0.0 -0.1
H -0.202404 -4.242055 -3.815268 0.0 0.0 0.0
H -1.830978 -3.851220 -4.396952 -0.1 -0.1 0.2
H -0.796781 -3.934658 -6.668421 0.1 0.0 0.2
H 0.242677 -1.857728 -6.665830 -0.1 0.1 0.1
H 0.398603 -1.918518 -4.916136 -0.1 0.0 0.0
H -1.366823 -0.405624 -5.490318 0.0 -0.2 -0.1
H -2.164925 -1.763180 -4.737988 -0.1 -0.2 0.0
H -3.493828 -3.125295 -5.956527 0.2 0.0 -0.2
H -2.589839 -3.478651 -7.469689 0.0 -0.3 0.0
H -4.058340 -2.515288 -7.521562 0.1 0.1 0.0
```
Positions in Å, forces in eV/Å.

Löwdin atomic charge list, values in e, 5 entries:
1. C -0.165
2. C -0.265
3. C -0.242
4. C -0.219
5. C -0.218



4.
C4F12NO10S4Sn | the ωB97M-V functional and the def2-TZVPD basis

Calculated values
max |F|	7.90	eV/Å
ΔE to the lowest compared entry with this formula, charge and spin	0.0000	eV
LUMO level	-1.836	eV
DFT total energy	-107892.8420	eV
charge	-1
HOMO level	-7.414	eV

```
32
Properties=species:S:1:pos:R:3:forces:R:3
Sn 0.368486 -1.063744 -0.279810 1.4 1.8 0.0
C -2.836984 -2.817254 1.831040 -3.1 0.4 -0.4
F -3.323014 -3.942244 2.405430 0.7 0.8 -1.0
F -3.174864 -1.810034 2.679550 0.7 -0.6 -1.1
F -1.560014 -2.892194 1.648130 2.3 -0.2 0.6
S -3.538054 -2.564584 0.020690 -1.0 -4.1 0.0
O -3.296264 -3.868984 -0.671130 0.8 3.4 1.5
O -4.930314 -2.289984 0.231380 0.7 0.6 0.1
N -2.592564 -1.283914 -0.516380 1.6 -3.6 2.7
S -3.422584 -0.271994 -1.279230 -4.4 4.2 -5.0
O -2.569374 0.661726 -2.003850 0.0 -1.0 1.5
O -4.501414 -0.872934 -2.079170 1.6 0.8 1.6
C -4.289644 0.861486 0.094290 0.1 0.0 -2.0
F -5.270464 0.258896 0.732530 -0.1 0.5 -0.2
F -3.264644 1.006086 0.933990 -0.3 1.2 0.5
F -4.783414 2.085126 -0.428510 1.5 -2.6 1.3
C 3.496056 2.845986 -2.350030 -1.2 -0.5 0.7
F 4.004956 2.196726 -1.270960 0.5 1.0 -0.8
F 3.339296 4.171426 -2.072400 0.2 -1.2 0.0
F 4.329146 2.761116 -3.389630 -0.2 -0.1 0.5
S 1.820606 1.938076 -2.663540 0.2 2.0 -3.7
O 1.496536 1.463026 -1.327370 -1.4 -0.9 1.5
O 0.983906 3.007196 -3.269650 1.2 -2.0 1.7
O 2.175776 0.853766 -3.575190 -0.2 0.5 0.8
C 4.239356 0.679886 2.604390 1.7 -3.8 1.6
F 4.335586 1.799356 2.053790 -0.6 3.1 -1.8
F 5.495526 0.286486 2.924920 0.7 -0.5 -1.0
F 3.735006 0.759516 3.826230 -2.1 0.3 0.3
S 3.496706 -0.732234 1.477710 3.0 -2.5 -1.6
O 4.497506 -1.817454 1.554490 -1.1 2.2 0.1
O 2.249026 -1.195244 2.045140 -2.7 0.4 0.6
O 3.290146 -0.213084 0.113140 -0.4 0.2 1.1
```
Positions in Å, forces in eV/Å.

natural (NBO) atomic charge list, values in e, 5 entries:
1. Sn 1.730
2. C 0.774
3. F -0.305
4. F -0.313
5. F -0.320